[1]
Computed, not measured: C33H41CoN6O6S4Sb as an isolated structure, with the ωB97M-V functional and the def2-TZVPD basis.

The charge is -1. The HOMO energy is -4.950 eV. The frontier orbital gap comes out at 5.720 eV. The energy relative to the best compared isomer or geometry (same formula, charge and spin) comes out at 101.2 kJ/mol. The value obtained for the LUMO energy is 0.77 eV.

```
92
Properties=species:S:1:pos:R:3:mulliken_charge:R:1
Co -0.29942 -0.94170 0.40185 0.21
S 1.04720 -2.30936 -3.61474 -0.29
C 0.48757 -1.87923 -2.12438 0.10
S 0.43122 -2.86786 -0.71713 -0.41
S -0.13371 -0.32605 -1.71980 -0.26
S -0.99050 1.19551 1.12888 0.12
C -2.40546 0.48230 1.84898 -0.23
N -3.17912 1.15495 2.62799 -0.83
N -4.08591 0.46828 3.37610 0.06
C -3.89118 -0.65959 4.16757 0.69
C -2.66115 -1.30021 4.32060 0.07
C -2.54247 -2.34869 5.21763 -0.30
C -3.62853 -2.79262 5.95990 -0.84
C -4.85246 -2.15721 5.80112 -0.41
C -4.98370 -1.09926 4.91936 -0.71
N -2.81262 -0.82094 1.50846 -0.32
N -2.13203 -1.37610 0.62265 0.79
C -2.61252 -2.68939 0.28670 0.00
C -2.84003 -2.98905 -1.04718 -0.06
C -3.28028 -4.25657 -1.38404 -0.72
C -3.46568 -5.21510 -0.39545 -0.42
C -3.22358 -4.90070 0.93451 -0.83
C -2.80899 -3.62607 1.28713 0.21
H -4.85416 1.05213 3.65908 0.24
H -1.79073 -0.98659 3.76054 0.23
H -1.57612 -2.82052 5.34475 0.46
H -3.51874 -3.61414 6.65424 0.41
H -5.71258 -2.47749 6.37528 0.36
H -5.94000 -0.60285 4.80235 0.33
H -2.65410 -2.23414 -1.80061 0.43
H -3.46812 -4.49945 -2.42135 0.39
H -3.78900 -6.21244 -0.66341 0.38
H -3.35137 -5.65149 1.70329 0.39
H -2.61746 -3.35438 2.31713 0.32
C 4.68143 1.11516 -0.38329 -1.90
C 3.94185 2.25647 -1.07397 1.71
C 4.85794 3.47318 -1.16137 -1.62
C 3.51570 1.82196 -2.47342 -1.68
Sb 2.01535 2.45952 0.03768 0.27
C 0.98632 4.21596 -0.93388 1.91
C 1.91879 5.19688 -1.63072 -1.85
C 0.06554 3.56117 -1.95858 -1.60
C 0.14684 4.97430 0.08235 -1.83
C 2.62539 3.07770 2.12142 2.00
C 3.80834 4.03816 2.15596 -1.83
C 2.98806 1.76206 2.80592 -1.58
C 1.44990 3.69319 2.87105 -1.80
H 5.55867 0.83116 -0.97709 0.53
H 4.04720 0.23157 -0.27560 0.28
H 5.03741 1.40754 0.60567 0.23
H 5.73222 3.21560 -1.77462 0.50
H 5.22871 3.78549 -0.18851 0.22
H 4.37844 4.32610 -1.63140 0.24
H 4.40506 1.66433 -3.09559 0.49
H 2.89739 2.57190 -2.96958 0.26
H 2.95244 0.88582 -2.45742 0.30
H 2.47769 4.72450 -2.43771 0.33
H 2.62558 5.65393 -0.93620 0.28
H 1.32775 6.00722 -2.07866 0.51
H 0.61647 2.98581 -2.70535 0.32
H -0.50606 4.33867 -2.48140 0.48
H -0.64521 2.88416 -1.48128 0.25
H 0.76640 5.56398 0.75537 0.31
H -0.48701 4.31073 0.67255 0.29
H -0.51155 5.67212 -0.45145 0.55
H 4.72563 3.55487 1.82027 0.32
H 3.98225 4.37968 3.18543 0.51
H 3.63893 4.92258 1.53866 0.25
H 3.72770 1.18131 2.25443 0.18
H 2.09796 1.14106 2.92934 0.01
H 3.39384 1.96848 3.80461 0.58
H 1.26941 4.72316 2.57882 0.37
H 1.67916 3.69318 3.94456 0.52
H 0.52794 3.12599 2.73259 0.22
O 1.69628 -0.85627 0.95332 -0.17
C 1.33612 -1.38839 2.02628 -0.02
O 0.10631 -1.56343 2.26749 -0.22
C 2.34546 -1.85518 3.01985 0.42
C 3.57228 -2.32732 2.57521 -0.12
C 4.46383 -2.82815 3.50946 -0.34
C 4.18600 -2.86360 4.86144 -0.47
C 2.95881 -2.37324 5.26412 -0.23
C 2.02602 -1.87722 4.37078 -0.57
N 2.63199 -2.39696 6.70108 1.08
O 1.53783 -1.98817 7.03225 -0.62
O 3.47614 -2.82904 7.46154 -0.64
N 5.76625 -3.34843 3.05282 1.06
O 6.49384 -3.84576 3.89081 -0.64
O 6.02634 -3.24574 1.87329 -0.61
H 3.81985 -2.31441 1.52333 0.67
H 4.89543 -3.25654 5.57240 0.63
H 1.06933 -1.51398 4.71735 0.69
```

[2]
Computed, not measured: a 2-piece molecular cluster, C16H17N overall, with the ωB97M-V functional and the def2-TZVPD basis.

The HOMO energy is -7.703 eV. The frontier orbital gap comes out at 8.565 eV. The energy relative to the best compared isomer or geometry (same formula, charge and spin) comes out at 485.9 kJ/mol. As for the SMILES: Cc1c[nH]c2ccccc12.Cc1ccccc1. The value obtained for the LUMO energy is 0.86 eV.

```
34
Properties=species:S:1:pos:R:3:mulliken_charge:R:1
C -0.93123 0.93822 2.83321 -1.74
C 0.08375 0.36009 2.02769 0.33
C 0.89356 1.21231 1.31600 -0.84
N 1.96243 0.60002 0.61919 -0.20
C 1.62486 -0.72476 0.66127 0.30
C 2.68843 -1.78362 0.51870 -1.08
C 2.09395 -2.94141 1.06754 -0.28
C 0.93467 -3.10180 1.95780 -0.62
C 0.06370 -2.10131 2.20180 -0.62
C 0.39599 -0.90551 1.48163 0.89
H -1.02158 0.50550 3.71688 0.45
H -1.90414 0.90031 2.26564 0.28
H -0.98852 1.97756 3.07570 0.44
H 0.93482 2.21105 1.33099 0.69
H 2.90031 0.90591 0.79078 0.30
H 3.68230 -1.57909 0.31299 0.48
H 2.66192 -3.87575 1.02073 0.37
H 0.47033 -4.05492 1.79040 0.28
H -0.75044 -2.34533 2.73090 0.55
C -0.56179 -1.15242 -1.51495 -1.14
C -0.91741 0.22486 -1.95032 0.62
C -2.10344 0.79932 -1.51372 -0.05
C -2.51223 2.05416 -1.94031 -0.85
C -1.63574 2.82674 -2.73118 -0.15
C -0.34059 2.39509 -3.03320 -0.67
C -0.05940 1.06368 -2.63622 0.04
H -0.58002 -1.30203 -0.38542 0.02
H 0.54138 -1.19085 -1.76973 0.16
H -1.03784 -2.01399 -1.84635 0.58
H -2.64452 0.16827 -0.86608 0.47
H -3.46134 2.55968 -1.71684 0.36
H -2.03405 3.78348 -3.23198 0.25
H 0.57754 2.85304 -3.57235 0.26
H 0.97434 0.73352 -3.01121 0.13
```

[3]
Computed, not measured: C32H33BrF12GeNO5RhSSe as an isolated structure, with the ωB97M-V functional and the def2-TZVPD basis.

The charge is -2. The HOMO energy is -1.881 eV. The frontier orbital gap comes out at 5.811 eV. The value obtained for the LUMO energy is 3.93 eV.

```
88
Properties=species:S:1:pos:R:3:mulliken_charge:R:1
Rh -0.71136 0.03843 -0.31582 0.73
C 2.78983 -3.91985 -5.20992 -1.71
C 2.07674 -3.32735 -4.01982 0.65
C 1.37217 -4.12182 -3.11829 -0.95
C 0.75545 -3.56125 -2.02253 0.04
C 0.82522 -2.17986 -1.73085 -0.72
N 0.28444 -1.72041 -0.55322 0.85
C 0.35124 -2.54202 0.58354 0.19
C 1.57455 -3.18012 0.85424 -0.09
C 1.77833 -3.94404 1.98411 -0.82
C 0.76313 -4.10887 2.91937 0.48
C 0.97565 -4.87388 4.20167 -1.66
C -0.45362 -3.50705 2.65059 -0.52
C -0.68981 -2.73883 1.51109 -0.77
C -2.09730 -2.21402 1.20017 1.71
O -2.20759 -1.57706 0.02453 -0.97
C -2.65349 -1.29338 2.35223 -0.03
F -2.48360 -1.74746 3.60937 -0.32
F -3.99133 -1.11257 2.20298 -0.36
F -2.10469 -0.07801 2.29816 0.03
C -3.06434 -3.45402 1.12556 0.56
F -3.41780 -3.96316 2.33756 -0.29
F -2.49340 -4.46940 0.44304 -0.25
F -4.20980 -3.17255 0.49345 -0.25
C 1.45674 -1.36481 -2.69260 -0.56
C 2.07632 -1.96151 -3.79250 -0.93
C 1.46053 0.15328 -2.49117 1.48
O 0.29542 0.66025 -2.03294 -0.35
C 1.68005 0.91440 -3.85094 0.27
F 0.80997 0.47757 -4.78010 -0.27
F 2.91414 0.82176 -4.40535 -0.27
F 1.45884 2.23352 -3.71026 -0.26
C 2.66721 0.52773 -1.56440 0.14
F 3.86828 0.19406 -2.10372 -0.35
F 2.71804 1.85222 -1.31250 -0.29
F 2.60346 -0.09791 -0.39029 -0.12
H 3.17305 -4.91627 -4.97905 0.39
H 3.63177 -3.29384 -5.51111 0.40
H 2.12383 -4.01801 -6.07328 0.28
H 1.30469 -5.19432 -3.27849 0.34
H 0.19629 -4.18504 -1.33654 0.59
H 2.37846 -3.04948 0.13905 0.38
H 2.74998 -4.39994 2.15343 0.22
H 1.87026 -5.49744 4.14471 0.38
H 0.11837 -5.51278 4.42549 0.37
H 1.09847 -4.18377 5.04103 0.27
H -1.25458 -3.64997 3.36300 0.44
H 2.61093 -1.34313 -4.50051 0.45
C 2.84684 -0.35014 2.62748 -0.72
S 1.31574 0.46560 2.99217 1.22
O 0.60740 -0.39734 3.91665 -0.73
O 1.70997 1.76347 3.54721 -0.69
O 0.64297 0.63759 1.68820 -0.55
H 3.32659 -0.57917 3.57802 0.43
H 3.45401 0.32753 2.03065 0.21
H 2.62524 -1.25960 2.07481 -0.02
C -0.24675 4.27879 3.75361 -1.03
Ge 0.11849 4.99133 1.98556 0.73
C -1.51597 5.81435 1.27654 -1.23
C 1.48813 6.39241 2.02227 -1.32
C 0.71866 3.51688 0.83849 -0.38
Se -0.79633 2.58187 0.07128 0.37
C -0.83984 3.46567 -1.63757 -0.84
H -0.72493 5.01234 4.40581 0.41
H 0.66976 3.90499 4.20682 0.31
H -0.90096 3.41229 3.63831 0.25
H -2.01767 6.40971 2.04187 0.42
H -2.19412 5.02447 0.95064 0.34
H -1.30146 6.45663 0.41902 0.31
H 1.18937 7.19924 2.69498 0.38
H 1.62106 6.80782 1.02128 0.37
H 2.44483 5.99284 2.36215 0.37
H 1.20432 2.77827 1.47594 -0.25
H 1.40015 3.81173 0.04013 0.50
H -0.90907 4.54047 -1.47767 0.53
H -1.71247 3.09359 -2.16956 0.23
H 0.05620 3.19522 -2.18796 0.00
Br -6.16156 2.07372 -3.52339 -0.29
C -4.62100 1.45043 -2.57278 0.06
C -4.55611 1.63409 -1.20399 -0.87
C -3.42193 1.19783 -0.52317 0.16
C -2.36499 0.61025 -1.20552 0.43
C -2.46600 0.42302 -2.58049 -0.54
C -3.59743 0.83686 -3.27604 -0.76
H -5.36822 2.11362 -0.67372 0.42
H -3.37974 1.32106 0.55132 0.46
H -1.64540 -0.03383 -3.11681 0.37
H -3.67689 0.68605 -4.34474 0.43
```

[4]
Computed, not measured: one molecule with the formula C3H9NO2, with the ωB97M-V functional and the def2-TZVPD basis.

The HOMO energy is -9.160 eV. The frontier orbital gap comes out at 10.129 eV. The energy relative to the best compared isomer or geometry (same formula, charge and spin) comes out at 297.4 kJ/mol. As for the SMILES: OCCNCO. The value obtained for the LUMO energy is 0.97 eV.

```
15
Properties=species:S:1:pos:R:3:mulliken_charge:R:1
O -2.00074 -0.70140 -0.89273 -0.53
C -1.78173 -0.53631 0.48180 -0.35
C -0.54725 0.35851 0.68142 -0.45
N 0.23241 0.48754 -0.56526 -0.39
C 1.68342 0.81578 -0.25845 -0.29
O 2.31495 -0.31628 0.47033 -0.53
H -2.90843 -0.63594 -1.18567 0.29
H -1.45392 -1.64017 0.68668 0.17
H -2.73631 -0.36218 1.04080 0.37
H 0.01997 -0.05095 1.47260 0.31
H -0.65300 1.43830 0.95659 0.31
H 0.25797 -0.38246 -1.03922 0.24
H 1.95901 1.64849 0.47422 0.32
H 2.13868 0.98914 -1.35740 0.24
H 3.10880 -0.10345 0.85878 0.29
```

Question: What is the formula in the third record?
Answer: C32H33BrF12GeNO5RhSSe